# 1
{"formula": "C29H49InN4O6P", "method": "ωB97M-V/def2-TZVPD", "symbols": ["In", "C", "C", "O", "C", "C", "O", "C", "C", "O", "C", "C", "O", "C", "C", "O", "H", "H", "H", "H", "H", "H", "H", "H", "H", "H", "H", "H", "H", "H", "H", "H", "H", "H", "H", "H", "N", "C", "C", "C", "C", "C", "C", "C", "H", "H", "H", "H", "H", "O", "P", "N", "C", "C", "C", "C", "N", "C", "C", "C", "C", "N", "C", "C", "C", "C", "H", "H", "H", "H", "H", "H", "H", "H", "H", "H", "H", "H", "H", "H", "H", "H", "H", "H", "H", "H", "H", "H", "H", "H"], "coordinates": [[0.05843, -0.21559, -0.17095], [-0.83189, 2.63834, -0.75719], [0.46645, 2.94759, -0.06370], [1.21740, 1.72739, 0.15308], [2.52757, 1.61788, -0.43740], [3.12422, 0.37438, 0.13954], [2.32891, -0.75087, -0.30465], [2.57216, -1.93376, 0.48942], [1.58211, -2.97634, 0.08076], [0.27639, -2.45450, 0.40094], [-0.83462, -3.19959, -0.13418], [-2.07229, -2.45008, 0.25655], [-2.03276, -1.16564, -0.40075], [-2.99678, -0.21489, 0.11102], [-2.70352, 1.11393, -0.52181], [-1.43030, 1.55353, -0.01296], [-0.69027, 2.32766, -1.79549], [-1.47132, 3.52176, -0.72321], [0.27391, 3.35983, 0.92526], [1.04600, 3.66746, -0.64142], [3.14810, 2.47224, -0.16600], [2.44702, 1.55094, -1.51944], [3.09770, 0.41657, 1.23120], [4.15623, 0.25650, -0.19072], [2.45009, -1.68543, 1.54714], [3.58642, -2.29782, 0.32311], [1.77081, -3.88689, 0.65152], [1.63945, -3.20433, -0.98352], [-0.87035, -4.19544, 0.30995], [-0.72954, -3.29167, -1.21822], [-2.10364, -2.30399, 1.33967], [-2.95925, -3.00270, -0.05574], [-2.91104, -0.15922, 1.19966], [-4.00785, -0.53014, -0.15116], [-3.48467, 1.82597, -0.25300], [-2.64718, 1.03330, -1.60964], [-0.02730, -0.11010, 2.01400], [-0.02435, -0.03680, 3.16389], [-0.02003, 0.05117, 4.58239], [1.18863, 0.28863, 5.24799], [1.18761, 0.36133, 6.62602], [-0.00243, 0.19970, 7.32969], [-1.20120, -0.03384, 6.66231], [-1.22013, -0.11057, 5.28448], [2.10814, 0.41249, 4.69087], [2.11230, 0.54093, 7.15696], [0.00529, 0.25289, 8.41033], [-2.11834, -0.15875, 7.22132], [-2.14658, -0.29319, 4.75589], [-0.01883, -0.01660, -2.17504], [-0.07210, 0.05212, -3.72883], [1.24923, -0.66482, -4.33810], [2.17978, -0.13492, -5.36572], [2.84158, -1.39221, -5.91380], [2.92431, -2.30476, -4.68828], [1.59130, -2.05500, -3.98290], [-1.43930, -0.65730, -4.26464], [-1.58292, -0.91510, -5.72663], [-2.12247, -2.33489, -5.80474], [-3.03092, -2.39396, -4.57866], [-2.22416, -1.66290, -3.50750], [-0.08002, 1.57099, -4.28924], [-1.16864, 2.18886, -5.10024], [-0.72586, 3.64311, -5.26077], [0.15929, 3.90701, -4.04333], [0.91280, 2.59071, -3.89493], [2.92797, 0.51525, -4.90457], [1.64708, 0.44225, -6.11978], [3.81619, -1.17974, -6.34685], [2.21573, -1.84993, -6.68193], [3.75843, -2.00249, -4.05173], [3.05328, -3.35212, -4.95235], [1.65092, -2.16538, -2.89807], [0.82298, -2.74182, -4.35577], [-0.63534, -0.77434, -6.24817], [-2.31440, -0.22115, -6.14256], [-1.31788, -3.06962, -5.72834], [-2.66002, -2.50935, -6.73412], [-3.28474, -3.40765, -4.27554], [-3.95556, -1.85158, -4.78217], [-1.55843, -2.35639, -2.98568], [-2.86179, -1.18568, -2.76809], [-2.12422, 2.10829, -4.57920], [-1.26729, 1.69634, -6.06472], [-1.57702, 4.31613, -5.32607], [-0.13420, 3.75638, -6.16954], [-0.45447, 4.11032, -3.16016], [0.83675, 4.74495, -4.19455], [1.26005, 2.39893, -2.88386], [1.77584, 2.57117, -4.56431]], "de_lowest_ev": 0.169, "total_charge": 3, "lumo_energy_ev": -7.608, "orbital_gap_ev": 8.76, "e_homo_ev": -16.364}



# 2
{"formula": "C29H49N9PSbV", "method": "ωB97M-V/def2-TZVPD", "symbols": ["V", "C", "C", "Sb", "C", "C", "C", "C", "H", "H", "H", "H", "H", "H", "H", "H", "H", "H", "H", "H", "H", "H", "H", "N", "C", "C", "C", "C", "N", "C", "C", "H", "H", "H", "H", "N", "C", "N", "C", "N", "N", "P", "N", "C", "C", "C", "C", "C", "N", "C", "C", "C", "C", "C", "N", "C", "C", "C", "C", "C", "H", "H", "H", "H", "H", "H", "H", "H", "H", "H", "H", "H", "H", "H", "H", "H", "H", "H", "H", "H", "H", "H", "H", "H", "H", "H", "H", "H", "H", "H"], "coordinates": [[-0.04390, 0.78110, 0.65670], [6.10810, -0.14480, -0.14510], [4.96740, -0.23950, 0.84910], [2.87450, -0.10400, 0.09560], [3.30120, 0.94190, -1.76680], [3.70790, 2.38260, -1.52860], [2.72670, -2.08010, -0.86690], [3.95620, -2.56740, -1.61190], [7.05650, -0.13710, 0.39400], [6.05030, 0.76740, -0.73210], [6.11810, -0.98820, -0.82780], [5.05510, 0.56190, 1.58580], [5.01910, -1.18380, 1.39080], [2.37530, 0.90900, -2.34610], [4.07880, 0.40250, -2.31090], [2.89370, 2.90760, -1.03210], [3.91600, 2.88550, -2.47420], [4.60380, 2.44610, -0.90920], [1.87480, -1.99830, -1.54740], [2.46640, -2.79670, -0.08590], [4.26920, -1.85680, -2.37520], [3.74040, -3.51460, -2.10840], [4.78140, -2.73470, -0.92320], [-0.63330, -0.77010, 7.63960], [-0.48340, -0.60780, 6.50900], [-0.29390, -0.40050, 5.14200], [0.67110, 0.51020, 4.66090], [0.81440, 0.68330, 3.31340], [0.07440, 0.03080, 2.38040], [-0.82430, -0.87170, 2.84720], [-1.04820, -1.10520, 4.17710], [1.29050, 1.05540, 5.35610], [1.56790, 1.36150, 2.91640], [-1.38720, -1.41540, 2.09450], [-1.78860, -1.82260, 4.50020], [-1.76410, 0.32270, 0.12690], [-2.92250, 0.55650, 0.08400], [-4.13410, 0.68680, -0.13070], [-5.15750, 1.13550, 0.50740], [-6.12600, 1.51930, 1.00100], [0.33920, 2.27440, -0.13890], [0.25130, 3.83010, -0.13240], [1.71120, 4.51860, 0.37570], [2.21980, 3.84250, 1.56770], [3.53750, 4.47510, 1.98670], [3.30280, 5.91270, 2.46270], [2.15810, 6.56640, 1.67650], [2.05400, 5.93090, 0.29080], [-0.98310, 4.43110, 0.83750], [-1.37590, 5.82590, 0.83780], [-2.87720, 6.03220, 0.60660], [-3.73140, 5.06960, 1.45210], [-2.86140, 4.26420, 2.41340], [-1.80160, 3.50960, 1.62210], [-0.01970, 4.56210, -1.63950], [1.07000, 4.47250, -2.60010], [0.76350, 5.38300, -3.78480], [-0.54820, 4.95920, -4.43850], [-1.66950, 4.96540, -3.40360], [-1.27020, 4.08370, -2.22360], [2.35650, 2.78470, 1.30290], [1.49880, 3.88650, 2.40400], [4.20870, 4.46210, 1.12650], [4.00910, 3.88690, 2.77400], [4.22180, 6.48580, 2.32790], [3.06470, 5.91430, 3.52750], [2.33290, 7.64070, 1.58540], [1.21220, 6.42650, 2.20150], [3.02430, 6.03930, -0.21620], [1.30120, 6.43510, -0.31430], [-0.81720, 6.32220, 0.04280], [-1.09750, 6.29110, 1.79410], [-3.10560, 5.89810, -0.45120], [-3.10110, 7.06990, 0.85990], [-4.26010, 4.36560, 0.80600], [-4.48530, 5.61990, 2.01600], [-3.47600, 3.53830, 2.94720], [-2.39190, 4.91890, 3.15070], [-2.29870, 2.80080, 0.94500], [-1.15270, 2.92750, 2.30100], [1.19830, 3.43790, -2.95120], [1.99290, 4.78680, -2.11060], [1.58610, 5.33700, -4.50190], [0.67970, 6.40960, -3.42500], [-0.43770, 3.94690, -4.83020], [-0.78320, 5.61810, -5.27490], [-2.59470, 4.58650, -3.84010], [-1.85620, 5.98410, -3.05840], [-1.16700, 3.03890, -2.55930], [-2.03590, 4.10430, -1.44460]], "total_charge": 0, "lumo_energy_ev": [-0.498, -0.867], "orbital_gap_ev": [5.82, 4.93], "e_homo_ev": [-6.317, -5.794], "multiplicity": 2}



# 3
{"formula": "C29H50AlBr2Cl4FMgNNaO10P3S2", "method": "ωB97M-V/def2-TZVPD", "symbols": ["C", "O", "C", "C", "C", "C", "O", "C", "C", "C", "O", "F", "P", "S", "C", "C", "C", "O", "C", "C", "C", "C", "C", "C", "N", "C", "C", "C", "C", "O", "P", "O", "O", "P", "S", "C", "Cl", "C", "C", "Cl", "H", "H", "H", "H", "H", "H", "H", "H", "H", "H", "H", "H", "H", "H", "H", "H", "H", "H", "H", "H", "H", "H", "H", "H", "H", "H", "H", "H", "H", "H", "H", "H", "H", "H", "H", "H", "H", "H", "H", "Br", "C", "C", "Br", "H", "H", "H", "H", "Cl", "Na", "C", "O", "H", "H", "H", "Al", "O", "C", "C", "O", "H", "H", "H", "H", "Mg", "Cl"], "coordinates": [[-3.67423, -4.27930, -1.65702], [-2.76105, -3.25560, -1.93333], [-1.62610, -3.67012, -2.65165], [-0.28693, -3.77447, -1.93429], [0.43488, -2.51001, -1.48082], [-0.16160, -1.46729, -0.50510], [0.63355, -0.36599, -0.06152], [2.02598, -0.20102, 0.13546], [3.01026, -0.05668, -1.05604], [3.02591, -1.05626, -2.15975], [2.63270, -0.92659, -3.28666], [3.58167, -2.20735, -1.84343], [2.69695, -1.57225, 1.22159], [4.47783, -1.26987, 1.97366], [2.06774, 1.23955, 0.82568], [3.43612, 1.94328, 0.80651], [3.51077, 3.22350, 1.61406], [3.79377, 3.24363, 2.77918], [3.32359, 4.53059, 0.90547], [3.50404, 5.70575, 1.63325], [3.39449, 6.95311, 1.04855], [3.10875, 7.02311, -0.30425], [2.89553, 5.88733, -1.06868], [3.01437, 4.65616, -0.44342], [1.28788, 1.32079, 2.04837], [0.46489, 2.55005, 2.25279], [-0.56164, 2.93551, 1.19135], [-1.85555, 2.12819, 1.18997], [-3.02229, 2.78794, 0.45400], [-2.82159, 4.17969, 0.24751], [2.10441, 0.90935, 3.46506], [1.91252, 2.13259, 4.54595], [1.37817, -0.44255, 4.25981], [-1.45013, -0.49994, -1.63997], [-0.89944, 1.39596, -2.09183], [-1.10922, -2.01709, 0.63627], [-1.02371, -0.98136, 2.10917], [-0.97739, -3.48527, 1.11117], [-1.63957, -3.75682, 2.46522], [0.66625, -4.20172, 1.21266], [-3.16749, -5.20252, -1.37122], [-4.38813, -3.94751, -0.69537], [-4.37910, -4.41738, -2.47951], [-1.82957, -4.67997, -3.01312], [-1.52782, -3.07557, -3.56332], [0.35176, -4.22833, -2.69361], [-0.35370, -4.55362, -1.18224], [1.39185, -2.81444, -1.05973], [0.67461, -1.98690, -2.40846], [2.84288, 0.90686, -1.52863], [4.01785, -0.10760, -0.63457], [2.70204, -2.73348, 0.46535], [1.73107, -1.78202, 2.21375], [1.48859, 1.78673, 0.07661], [3.68308, 2.26288, -0.19999], [4.28147, 1.33086, 1.11292], [3.75233, 5.59789, 2.67811], [3.56731, 7.82367, 1.65887], [3.04570, 7.98270, -0.79901], [2.67998, 5.93784, -2.12225], [2.87379, 3.77437, -1.05690], [1.04212, 3.44717, 2.47743], [-0.11584, 2.38767, 3.15961], [-0.15500, 2.99770, 0.18258], [-0.83864, 3.96241, 1.42925], [-1.64933, 1.19802, 0.66375], [-2.11173, 1.81518, 2.20016], [-3.13623, 2.30066, -0.51769], [-3.94172, 2.55311, 0.99251], [-3.55510, 4.47358, -0.29668], [1.99789, 1.81753, 5.44903], [1.70845, -0.37031, 5.15633], [-1.52399, -1.11689, -2.89146], [-2.75284, -0.37623, -0.95854], [-2.15182, -1.92353, 0.34688], [-1.55902, -4.08759, 0.42185], [-0.96897, -3.56235, 3.29455], [-1.82653, -4.83153, 2.47567], [-2.60821, -3.28437, 2.54713], [4.48136, -3.90813, 1.43098], [5.02773, -5.77106, 1.76000], [3.90135, -6.54824, 2.38520], [3.69358, -6.05159, 4.27041], [5.91765, -5.72516, 2.37820], [5.28523, -6.19698, 0.79146], [4.10854, -7.61619, 2.38860], [2.94123, -6.37200, 1.91113], [-4.64715, -0.49396, -1.05514], [2.98851, -1.18064, 5.67125], [-7.31481, 0.16816, -3.37988], [-7.54531, 1.29317, -2.79752], [-7.75947, -0.74125, -2.91907], [-7.62210, 0.08057, -4.44955], [-6.19465, -0.15001, -3.44735], [1.32190, 1.01076, -3.27888], [-4.35594, 1.66623, -4.55164], [-4.93762, 2.74401, -4.57752], [-3.75608, 4.05536, -3.89068], [-4.38778, 5.09591, -3.94029], [-5.85834, 2.86227, -3.97256], [-5.23032, 3.14449, -5.56820], [-2.87907, 3.89941, -4.54879], [-3.49671, 3.60000, -2.91448], [2.81956, -4.16258, 6.26626], [-4.30584, -2.72571, 0.49309]], "total_charge": 1, "lumo_energy_ev": -5.578, "orbital_gap_ev": 3.39, "e_homo_ev": -8.968}